This record from the OMol25 dataset describes a molecular structure, C5H12NS. The level of theory is ωB97M-V with the def2-TZVPD basis set.

Geometry as XYZ:
```
19
Properties=species:S:1:pos:R:3:forces:R:3
C -2.080 1.018 0.120 -1.819 3.247 1.084
N -0.906 0.514 0.918 0.160 -2.522 -2.049
C -0.260 0.337 -0.203 0.574 0.398 0.833
C 0.071 -0.931 -0.993 0.978 -0.178 1.192
S 1.829 -0.858 -1.494 -0.670 -0.247 0.009
C 2.637 -0.242 1.769 0.124 -0.146 -0.128
C -3.387 0.927 0.988 1.478 -1.141 -0.452
H -1.929 2.098 -0.076 -0.017 -0.203 -0.251
H -2.407 0.604 -0.847 0.661 -0.589 0.157
H 3.688 0.008 1.618 -0.189 0.313 -0.094
H 0.240 1.214 -0.660 -0.606 0.217 -0.734
H -0.192 -1.810 -0.399 0.246 -0.051 -0.064
H -0.472 -1.019 -1.934 -0.274 0.518 -0.028
H 2.637 -1.124 2.411 -0.373 0.074 -0.065
H 2.174 -0.459 0.799 0.261 -0.204 0.276
H 2.058 0.576 2.192 0.228 -0.013 0.240
H -3.399 -0.112 1.325 -0.495 -0.005 -0.103
H -3.357 1.518 1.898 0.027 0.416 -0.241
H -4.201 1.142 0.300 -0.293 0.116 0.419
```
Forces are in eV/Å.

Total charge = 0
HOMO (spin up / spin down) = -8.0 / -7.9 eV
Frontier orbital gap (spin up / spin down) = 8.1 / 5.6 eV
⟨S²⟩ = 0.75
Multiplicity = 2
Energy above the lowest of the compared OMol25 structures with the same formula, charge and spin = 83.13 kcal per mole
LUMO (spin up / spin down) = 0.105 / -2.256 eV

Atomic partial charges in e from the Mulliken method, atoms 1 to 2: -0.243 -0.505

This record from the OMol25 dataset describes 2 unconnected molecules or ions with the total composition C5H12NS. The level of theory is ωB97M-V with the def2-TZVPD basis set.

Geometry as XYZ:
```
19
Properties=species:S:1:pos:R:3:forces:R:3
C -2.020 -0.665 -1.293 0.318 0.238 0.145
C -1.885 -1.289 -2.446 -0.246 -0.092 -0.167
C -1.387 1.329 -0.098 -0.130 0.184 0.339
N -1.460 0.649 -1.167 0.611 -0.497 -0.014
H -2.429 -1.059 -0.373 -0.194 0.006 -0.135
H -1.381 -0.827 -3.286 -0.036 0.023 -0.047
H -2.306 -2.270 -2.609 0.103 -0.050 0.121
H -0.900 2.297 -0.072 0.043 -0.114 -0.193
H -1.829 0.935 0.808 -0.115 -0.015 0.001
H -0.940 0.962 -1.986 -0.250 0.230 -0.034
C 1.176 -0.855 2.244 0.121 -0.001 -0.348
S 1.954 -0.906 0.610 -0.241 0.235 -0.052
C 2.499 0.820 0.513 0.025 -0.394 0.219
H 0.315 -0.187 2.249 0.009 0.112 0.086
H 1.903 -0.542 2.989 -0.084 -0.041 0.092
H 0.826 -1.860 2.454 0.042 -0.101 0.136
H 3.015 0.943 -0.433 0.036 0.072 -0.100
H 1.651 1.502 0.570 0.039 0.094 0.011
H 3.197 1.024 1.326 -0.052 0.113 -0.060
```
Forces are in eV/Å.

Total charge = +1
HOMO = -11.7 eV
Frontier orbital gap = 6.3 eV
Multiplicity = 1
Energy above the lowest of the compared OMol25 structures with the same formula, charge and spin = 46.80 kcal per mole
LUMO = -5.417 eV

Atomic partial charges in e from the Mulliken method, atoms 1 to 2: 0.210 -0.738

This record from the OMol25 dataset describes a molecular structure, C5H12NaO5. The level of theory is ωB97M-V with the def2-TZVPD basis set.

Geometry as XYZ:
```
23
Properties=species:S:1:pos:R:3:forces:R:3
Na 0.165 0.867 -0.439 0.270 0.961 -1.513
C -1.108 4.017 -2.309 1.637 -1.287 1.137
O -0.544 2.860 -1.732 -1.166 0.474 -0.114
H -0.816 4.896 -1.735 0.000 0.709 0.413
H -0.705 4.235 -3.298 0.173 -0.114 -0.728
H -2.190 4.103 -2.414 -0.750 -0.429 0.081
C 3.190 -0.272 -2.152 -1.414 1.004 0.497
O 2.072 0.541 -1.919 0.700 -1.167 0.867
H 4.071 0.285 -2.472 0.281 0.395 -0.896
H 3.655 -0.795 -1.316 -0.134 -0.427 1.279
H 2.968 -1.103 -2.822 0.104 -0.227 -0.811
C 1.266 -0.950 2.104 0.891 0.002 -1.541
O 0.090 -1.471 2.695 6.338 -0.841 4.329
C -0.945 -1.446 2.067 -5.239 4.349 -4.662
O -1.295 -0.519 1.301 0.754 -1.583 0.510
O -1.697 -2.436 2.374 -2.463 -2.214 0.625
C -2.978 -2.500 1.715 -0.313 -0.724 -0.163
H 1.243 -1.315 1.077 0.155 0.485 -0.302
H 2.180 -1.402 2.490 -0.493 -0.051 0.736
H 1.365 0.136 2.118 -0.368 -0.088 0.202
H -2.799 -2.611 0.646 -0.243 0.486 0.049
H -3.689 -1.720 1.985 0.671 0.564 -0.240
H -3.500 -3.401 2.039 0.609 -0.278 0.249
```
Forces are in eV/Å.

Total charge = -1
HOMO = -2.5 eV
Frontier orbital gap = 4.7 eV
Multiplicity = 1
LUMO = 2.232 eV

Atomic partial charges in e from the Mulliken method, atoms 1 to 2: 0.799 -0.782

This record from the OMol25 dataset describes C5H12O in the gas phase. The level of theory is ωB97M-V with the def2-TZVPD basis set.

Geometry as XYZ:
```
18
Properties=species:S:1:pos:R:3:forces:R:3
C 1.084 -0.264 -2.308 -0.008 0.010 0.005
C 0.471 0.569 -1.184 0.034 -0.059 0.032
C -0.075 -0.290 -0.034 -0.455 0.475 -0.172
O 0.905 -1.176 0.477 0.409 -0.081 0.055
C -0.615 0.590 1.104 -0.192 -0.221 -0.077
C -1.413 -0.178 2.165 0.094 0.082 -0.043
H 1.503 0.373 -3.095 -0.066 -0.113 0.140
H 1.880 -0.904 -1.915 -0.098 0.068 -0.123
H 0.328 -0.914 -2.765 0.124 0.085 0.067
H 1.226 1.259 -0.772 -0.093 -0.119 -0.042
H -0.332 1.206 -1.583 0.089 -0.169 0.151
H -0.858 -0.956 -0.426 0.039 0.179 0.095
H 1.667 -0.644 0.748 -0.132 -0.143 -0.010
H 0.279 1.023 1.562 -0.049 0.201 0.126
H -1.212 1.426 0.709 0.146 -0.223 -0.006
H -1.654 0.470 3.017 0.057 -0.145 -0.166
H -2.360 -0.563 1.766 0.226 0.073 0.004
H -0.825 -1.025 2.533 -0.123 0.100 -0.035
```
Forces are in eV/Å.

SMILES = CCC(O)CC
Total charge = 0
HOMO = -10.1 eV
Frontier orbital gap = 11.2 eV
Multiplicity = 1
Energy above the lowest of the compared OMol25 structures with the same formula, charge and spin = 3.63 kcal per mole
LUMO = 1.084 eV

Atomic partial charges in e from the Mulliken method, atoms 1 to 2: -1.178 -0.473

This record from the OMol25 dataset describes 2 unconnected molecules or ions with the total composition C5H12O. The level of theory is ωB97M-V with the def2-TZVPD basis set.

Geometry as XYZ:
```
18
Properties=species:S:1:pos:R:3:forces:R:3
C -1.807 -0.043 1.310 -0.018 0.066 -0.146
C -1.774 0.470 0.081 -0.009 -0.039 0.176
C -2.219 -0.238 -1.165 -0.030 -0.040 -0.001
H -1.457 0.517 2.173 -0.042 -0.064 -0.149
H -2.206 -1.039 1.498 0.057 0.135 -0.055
H -1.372 1.476 -0.057 -0.067 -0.144 0.039
H -2.933 0.368 -1.733 0.107 -0.064 0.091
H -2.690 -1.198 -0.929 0.078 0.135 -0.022
H -1.352 -0.429 -1.809 -0.171 0.042 0.049
C 2.648 0.031 0.694 0.025 -0.011 0.041
C 1.759 0.181 -0.531 0.246 0.238 -0.026
O 0.910 -0.935 -0.719 -0.154 -0.018 0.162
H 3.236 -0.888 0.621 -0.070 0.115 0.014
H 2.046 -0.020 1.611 0.086 0.023 -0.147
H 3.336 0.880 0.783 -0.110 -0.109 0.000
H 1.175 1.114 -0.463 0.056 -0.164 -0.016
H 2.371 0.253 -1.436 -0.066 -0.021 0.113
H 0.231 -0.891 -0.030 0.083 -0.078 -0.123
```
Forces are in eV/Å.

SMILES = C=CC.CCO
Total charge = 0
HOMO = -9.9 eV
Frontier orbital gap = 11.0 eV
Multiplicity = 1
Energy above the lowest of the compared OMol25 structures with the same formula, charge and spin = 26.33 kcal per mole
LUMO = 1.087 eV

Atomic partial charges in e from the Mulliken method, atoms 1 to 2: -0.626 -0.178

This record from the OMol25 dataset describes C5H12O in the gas phase. The level of theory is ωB97M-V with the def2-TZVPD basis set.

Geometry as XYZ:
```
18
Properties=species:S:1:pos:R:3:forces:R:3
C -1.530 -1.792 -1.446 -0.423 0.015 -0.147
O -0.323 -1.299 -0.952 0.081 -0.176 0.124
C -0.619 -0.138 -0.236 -0.173 0.384 0.055
C 0.707 0.571 0.113 -0.161 0.112 -0.092
C 1.646 -0.171 1.099 -0.172 -0.023 -0.080
C 0.378 1.956 0.651 -0.041 0.134 0.012
H -2.103 -0.885 -1.815 0.218 -1.403 -0.401
H -2.141 -2.236 -0.640 0.098 0.000 -0.178
H -1.269 -2.567 -2.179 -0.498 0.401 -0.050
H -1.409 0.402 -0.899 1.668 0.296 1.121
H -1.193 -0.381 0.681 0.245 0.008 -0.013
H 1.267 0.664 -0.828 -0.193 0.073 0.079
H 1.964 -1.156 0.740 -0.228 0.168 -0.034
H 2.564 0.422 1.249 -0.328 -0.095 -0.144
H 1.200 -0.298 2.095 -0.100 0.017 -0.236
H -0.243 2.494 -0.071 0.063 0.095 0.151
H -0.177 1.873 1.594 0.051 0.059 -0.126
H 1.281 2.542 0.846 -0.107 -0.066 -0.041
```
Forces are in eV/Å.

SMILES = COCC(C)C
Total charge = 0
HOMO = -9.8 eV
Frontier orbital gap = 10.9 eV
Multiplicity = 1
Energy above the lowest of the compared OMol25 structures with the same formula, charge and spin = 23.78 kcal per mole
LUMO = 1.123 eV

Atomic partial charges in e from the Mulliken method, atoms 1 to 2: -0.638 -0.305

This record from the OMol25 dataset describes 2 unconnected molecules or ions with the total composition C5H12O. The level of theory is ωB97M-V with the def2-TZVPD basis set.

Geometry as XYZ:
```
18
Properties=species:S:1:pos:R:3:forces:R:3
C 0.263 -2.062 3.427 0.308 0.320 -0.085
C -1.008 -1.740 3.588 -0.142 0.070 -0.881
O -1.716 -1.439 2.434 -0.244 0.129 0.440
H 0.979 -2.294 4.197 -0.301 -0.135 0.278
H 0.645 -1.968 2.418 0.070 -0.151 0.003
H -1.593 -1.714 4.496 0.176 -0.051 0.226
H -2.513 -0.942 2.654 0.133 -0.176 0.008
C 0.603 0.180 -1.198 -0.704 0.862 0.121
C 0.674 0.823 -2.585 0.417 -0.740 -0.004
C 0.151 2.257 -2.634 0.268 -0.750 -0.695
H 0.878 0.905 -0.427 0.289 -0.052 -0.001
H 1.182 -0.725 -1.049 0.018 -0.114 -0.202
H -0.457 -0.009 -1.011 0.069 -0.357 0.202
H 0.120 0.182 -3.279 -0.139 0.134 0.042
H 1.698 0.783 -2.973 0.007 0.210 0.111
H -0.774 2.380 -2.081 -0.052 0.071 0.216
H 0.927 2.934 -2.289 -0.165 0.263 0.155
H -0.062 2.450 -3.687 -0.008 0.468 0.066
```
Forces are in eV/Å.

SMILES = C=CO.CCC
Total charge = 0
HOMO = -9.1 eV
Frontier orbital gap = 10.0 eV
Multiplicity = 1
Energy above the lowest of the compared OMol25 structures with the same formula, charge and spin = 31.93 kcal per mole
LUMO = 0.872 eV

Atomic partial charges in e from the Mulliken method, atoms 1 to 2: -0.692 0.117